Here is a cluster of 14 separate species, C92H126B4F16N14O4 in total in a non-equilibrium geometry from OMol25. Energies are from wB97M-V/def2-TZVPD.

Results
Calculated total energy: -6343.96486 a.u.
Frontier orbital gap: 3.878 eV
Molar mass: 1839.33 g/mol
HOMO: -16.5 eV
LUMO level: -12.67 eV

The geometry in ORCA input format:
```
! RIJCOSX wB97M-V def2-TZVPD def2/J DEFGRID3
* xyz 8 1
C -5.0641 4.7636 6.8560
C -4.3526 6.1606 6.6180
C -2.9797 6.1427 7.1971
N -2.1825 7.3940 6.8429
C -2.8513 8.6560 7.4476
C -2.0817 7.6453 5.3604
C -0.7112 8.3679 5.1073
C -0.0241 8.3766 6.4796
C -0.7417 7.3033 7.3169
H -5.8910 4.5629 6.1667
H -5.3458 4.6948 7.9054
H -4.3137 3.9889 6.6162
H -4.9631 6.9106 7.0791
H -4.3274 6.4645 5.5927
H -2.2565 5.3574 6.8051
H -2.9608 6.0214 8.2635
H -2.8987 8.5261 8.5400
H -3.8401 8.6093 7.0645
H -2.3772 9.5167 7.0336
H -2.9661 8.2830 5.1273
H -2.2616 6.6813 4.8433
H -0.8788 9.3741 4.7445
H -0.1877 7.7089 4.3734
H -0.0615 9.3550 6.9395
H 0.9890 8.0454 6.4849
H -0.5544 7.5164 8.3821
H -0.3640 6.3494 6.9455
C -0.0969 4.3164 -2.4258
C -0.3359 3.2720 -1.3151
C -1.7973 3.2615 -0.8087
N -2.0461 3.8832 0.6608
C -1.6724 5.3398 0.7628
C -1.2570 3.1016 1.7112
C -2.2182 2.8625 2.8108
C -3.5169 2.5751 2.0469
C -3.4988 3.7239 1.1037
H -0.7374 4.2267 -3.3459
H 0.9656 4.2114 -2.7399
H -0.1623 5.3199 -1.9895
H 0.2715 3.3596 -0.4007
H -0.1771 2.2343 -1.7054
H -2.3218 2.2999 -0.6851
H -2.4071 3.9150 -1.3685
H -1.7048 5.7188 1.7407
H -2.2662 5.8555 0.0562
H -0.6329 5.4644 0.4313
H -0.3892 3.7119 2.0460
H -0.8962 2.1284 1.4044
H -2.5021 3.7531 3.4632
H -1.9317 2.0803 3.5284
H -4.4691 2.5663 2.5613
H -3.4997 1.5823 1.5326
H -3.8349 4.5798 1.6647
H -4.0282 3.7576 0.1484
C -7.9895 -3.5553 -9.0469
N -8.7517 -2.2875 -8.9468
C -8.2110 -1.1887 -8.4714
C -8.9290 0.0456 -8.5379
C -10.1456 0.1279 -9.2210
C -10.7035 -1.0699 -9.6813
C -9.9471 -2.1923 -9.5946
C -10.9324 1.4416 -9.3184
C -10.4254 2.5418 -10.0353
C -11.0887 3.6876 -10.1299
N -12.2596 3.8763 -9.4611
C -12.7794 2.8451 -8.7219
C -12.1245 1.6419 -8.6087
C -12.9672 5.1375 -9.4620
H -8.6343 -4.3617 -8.7441
H -7.2426 -3.4667 -8.3217
H -7.4687 -3.5912 -9.9962
H -7.2704 -1.2778 -7.9549
H -8.4624 0.9915 -8.2759
H -11.5745 -1.0751 -10.3146
H -10.2202 -3.1067 -10.0817
H -9.5131 2.4517 -10.6153
H -10.7059 4.5481 -10.6863
H -13.6588 3.0411 -8.0964
H -12.6584 0.9252 -7.9948
H -12.4680 5.9409 -10.0551
H -12.9682 5.4998 -8.4406
H -13.9928 4.9458 -9.7228
C 9.2728 11.2984 0.9578
N 8.5794 10.0084 0.8233
C 9.2786 8.9666 0.2276
C 8.6904 7.7237 0.0839
C 7.3671 7.5144 0.5100
C 6.6769 8.5839 1.0710
C 7.3055 9.8105 1.1893
C 6.7736 6.2140 0.3283
C 5.4024 6.0983 0.1791
C 4.8624 4.8824 -0.0903
N 5.6307 3.7596 -0.0862
C 6.9832 3.8605 0.0267
C 7.5778 5.0878 0.2603
C 4.9577 2.5052 -0.4434
H 9.3794 11.8454 0.0393
H 10.2794 11.0538 1.2347
H 8.8647 11.9753 1.6698
H 10.2976 9.1602 -0.1393
H 9.2426 7.0085 -0.5095
H 5.7282 8.3461 1.4925
H 6.7572 10.6897 1.5105
H 4.8514 7.0110 0.1853
H 3.7786 4.7474 -0.1663
H 7.4602 2.9086 -0.0256
H 8.6434 5.0398 0.4757
H 5.0300 2.3640 -1.4985
H 3.9418 2.5279 -0.1426
H 5.4058 1.6845 0.0788
C 13.0873 -0.6556 -3.1829
N 11.8486 -0.6388 -4.0385
C 10.6863 -0.6757 -3.4236
C 9.4782 -0.6857 -4.1246
C 9.4851 -0.2567 -5.4158
C 10.7535 -0.1630 -6.1201
C 11.8918 -0.3778 -5.3822
C 8.1701 -0.1353 -6.0626
C 7.9096 -0.6443 -7.3359
C 6.6676 -0.5437 -7.8592
N 5.6738 -0.1063 -7.0488
C 5.8790 0.4132 -5.8608
C 7.1506 0.3454 -5.3040
C 4.2384 -0.2275 -7.4129
H 13.4008 -1.6311 -2.8903
H 12.8741 -0.0900 -2.2808
H 13.9731 -0.1748 -3.6536
H 10.6726 -0.8286 -2.3740
H 8.5733 -0.7908 -3.5462
H 10.7862 0.0422 -7.2170
H 12.8921 -0.2682 -5.7922
H 8.6015 -1.0661 -8.0745
H 6.2797 -0.8205 -8.8359
H 4.9550 0.7811 -5.3180
H 7.3397 0.8052 -4.3427
H 3.8256 0.7759 -7.3676
H 3.8327 -0.9049 -6.6722
H 4.0569 -0.6024 -8.3935
C 8.3989 -8.0093 7.1055
N 7.4626 -7.1782 6.3699
C 6.6743 -6.3297 7.0464
C 5.7994 -5.4937 6.4071
C 5.7727 -5.4849 5.0106
C 6.5499 -6.4309 4.3198
C 7.3993 -7.2469 4.9920
C 4.7926 -4.8419 4.1294
C 5.2348 -4.3708 2.8370
C 4.3415 -3.9944 1.9067
N 3.0270 -3.8554 2.2102
C 2.5808 -4.1273 3.4535
C 3.4279 -4.6962 4.4192
C 2.1404 -3.2712 1.2134
H 7.8945 -8.7584 7.6758
H 9.1172 -7.4481 7.7481
H 9.0071 -8.5525 6.4239
H 6.6791 -6.4195 8.1310
H 5.0548 -4.9087 6.9127
H 6.5189 -6.5962 3.2552
H 8.0455 -7.9473 4.5457
H 6.2479 -4.4140 2.4845
H 4.7196 -3.6474 0.9537
H 1.5714 -3.9322 3.7537
H 2.9612 -5.0151 5.3368
H 2.7178 -2.5994 0.5693
H 1.3669 -2.7366 1.8162
H 1.6252 -4.0890 0.6593
C -7.4125 -7.0032 11.7275
N -6.8489 -5.7620 11.0954
C -7.6174 -4.9629 10.2992
C -7.0479 -4.1212 9.3761
C -5.6453 -3.9845 9.4039
C -4.9207 -4.6101 10.4035
C -5.5248 -5.5548 11.1693
C -4.9657 -3.2267 8.3231
C -5.5290 -2.2975 7.4653
C -4.9066 -1.8010 6.3500
N -3.6574 -2.2198 6.0488
C -3.0788 -3.1087 6.8748
C -3.6945 -3.5890 8.0166
C -3.0112 -1.8024 4.8248
H -8.3531 -6.7350 12.2247
H -6.7065 -7.3856 12.4343
H -7.6738 -7.7139 10.9353
H -8.7273 -5.1459 10.3323
H -7.7067 -3.6197 8.6966
H -3.8498 -4.4624 10.4683
H -4.9348 -6.2282 11.8516
H -6.4228 -1.8243 7.8537
H -5.4339 -1.0717 5.7421
H -2.0956 -3.4150 6.6112
H -3.1587 -4.3028 8.6105
H -1.9610 -1.3792 4.8841
H -3.6784 -1.0653 4.3712
H -2.9682 -2.7286 4.2249
C -4.1090 -4.0167 -1.4551
N -3.7077 -5.3179 -2.1251
C -3.8515 -5.3762 -3.4863
C -3.3761 -6.5120 -4.1264
C -2.9007 -7.6372 -3.4293
C -2.8878 -7.5440 -2.0589
C -3.2459 -6.3335 -1.3472
C -2.3543 -8.5748 -4.3983
C -3.0730 -9.6044 -5.0731
C -2.5623 -10.1905 -6.1844
N -1.3072 -9.8723 -6.6024
C -0.6003 -8.9079 -5.9798
C -1.0784 -8.2605 -4.8626
C -0.6525 -10.5012 -7.7918
H -4.7454 -4.2856 -0.6250
H -4.6604 -3.4034 -2.1751
H -3.1922 -3.5944 -1.1302
H -4.2025 -4.5702 -4.0295
H -3.3881 -6.5437 -5.1867
H -2.4819 -8.3174 -1.4189
H -3.2291 -6.2391 -0.2882
H -3.9862 -9.8498 -4.6410
H -3.0718 -10.9863 -6.7496
H 0.3771 -8.7677 -6.3888
H -0.6225 -7.3545 -4.4514
H 0.2415 -10.9607 -7.4804
H -0.5103 -9.7770 -8.5499
H -1.2170 -11.3210 -8.0980
B 0.2131 -1.2820 4.0945
F 1.4140 -1.0136 3.4412
F -0.8578 -1.0619 3.1433
F 0.2452 -2.6372 4.5017
F 0.0234 -0.5896 5.2487
B 8.0195 0.0531 -1.2718
F 6.8455 0.2998 -0.5432
F 7.9693 -1.2967 -1.6911
F 7.9063 0.9971 -2.4316
F 9.1838 0.4152 -0.6099
B -0.5092 -5.7960 1.2731
F -0.0479 -5.9690 -0.0242
F -1.5309 -6.7622 1.5257
F 0.5584 -5.8732 2.1867
F -1.0412 -4.4517 1.4049
B 1.9249 6.3337 1.7762
F 1.9675 6.4086 0.3058
F 0.6042 6.2789 2.1886
F 2.4238 4.9995 2.0320
F 2.7290 7.2343 2.4030
C 3.8793 -0.7791 -2.2677
C 3.7487 0.0210 -3.5335
O 4.0152 1.2185 -3.6335
O 3.3712 -0.6312 -4.5155
H 3.7899 -0.1229 -1.4155
H 4.6712 -1.4483 -2.1650
H 3.0282 -1.4432 -2.3722
C -5.9008 -1.3916 -4.6453
C -5.4787 -2.4354 -5.6644
O -5.8740 -2.2846 -6.8567
O -4.7563 -3.3664 -5.2680
H -5.1003 -1.3444 -3.9223
H -6.8317 -1.6805 -4.1607
H -6.1037 -0.4074 -5.1029
*
```